C46H63FFeN5O2S | ωB97M-V/def2-TZVPD

Computed properties:
Energy relative to the best compared isomer or geometry (same formula, charge and spin)   52.3 kcal per mole
Spin multiplicity   6
HOMO level (spin up / spin down)   -6.1341 / -7.3512 eV
Net charge   0
Frontier orbital gap (spin up / spin down)   6.053 / 5.345 eV
Maximum force   0.011 hartree/bohr

```
119
Properties=species:S:1:pos:R:3:forces:R:3:lowdin_spin:R:1
Fe 0.143547 0.386979 -0.732165 0.0 -0.6 -0.1 2.815
C -0.054138 -2.046649 3.367967 0.0 -0.1 0.0 0.000
N -0.444720 -0.750205 2.845051 0.1 0.0 -0.1 0.001
C -0.489273 0.198834 3.940225 0.0 0.1 0.0 0.000
C -1.727193 -0.811901 2.164128 -0.2 0.1 0.2 0.000
C -2.110239 0.456071 1.401872 0.1 -0.1 0.1 0.004
N -1.775631 0.564951 -0.047107 -0.2 0.1 0.3 0.007
C -2.714026 -0.307449 -0.792566 -0.1 0.0 0.0 0.001
C -2.604858 -0.219939 -2.278750 0.2 -0.1 -0.1 -0.002
C -3.709471 0.076130 -3.057291 0.0 0.0 0.0 0.001
C -3.637320 0.040148 -4.442355 0.0 0.0 0.0 -0.003
C -2.418660 -0.327294 -5.008223 0.0 0.0 0.0 0.000
C -1.274490 -0.623966 -4.271739 -0.1 0.1 0.2 -0.003
C -1.368660 -0.534488 -2.864780 0.0 -0.1 0.0 0.001
O -0.337606 -0.810763 -2.058860 -0.2 -0.1 -0.3 -0.004
C 0.026808 -1.022555 -4.966251 0.0 0.0 0.0 0.000
C -0.156064 -1.187781 -6.477420 0.0 0.0 0.0 0.000
C 0.543971 -2.362809 -4.422052 0.0 0.0 0.0 -0.001
C 1.070049 0.075120 -4.739955 0.0 0.0 0.0 0.004
C -4.866574 0.396349 -5.275669 0.0 0.0 0.0 0.000
C -6.018916 -0.556816 -4.931499 0.0 0.0 0.0 0.000
C -5.292594 1.836377 -4.958176 0.0 0.0 0.0 0.000
C -4.599639 0.299629 -6.777401 0.0 0.0 0.0 0.000
C -2.006445 1.981758 -0.435868 0.0 0.0 0.0 0.007
C -1.167473 2.968647 0.336026 0.1 0.1 0.0 0.003
C -1.736982 4.211694 0.562009 0.0 0.0 0.1 -0.001
C -1.057738 5.231483 1.210343 -0.1 0.0 -0.1 0.005
C 0.235241 4.952269 1.631624 0.0 -0.1 0.0 -0.001
C 0.861721 3.722169 1.446142 -0.2 0.0 -0.1 0.003
C 0.140616 2.695883 0.787502 0.1 -0.1 0.1 -0.004
O 0.699643 1.482155 0.642365 -0.1 0.2 0.1 -0.006
C 2.309271 3.525676 1.909608 0.0 0.0 0.0 0.001
C 2.867599 4.766172 2.612449 0.0 0.0 0.0 0.000
C 2.420118 2.361097 2.899649 0.0 0.0 0.0 0.000
C 3.197696 3.253320 0.692583 0.0 0.0 0.0 0.008
C -1.731142 6.586620 1.421067 0.0 0.0 0.0 0.001
C -2.080705 7.198048 0.057554 0.0 0.0 0.0 0.000
C -3.018518 6.401449 2.235836 0.0 0.0 0.0 0.000
C -0.833019 7.570061 2.171334 0.0 0.0 0.0 0.000
H -0.726259 -2.394762 4.172547 0.0 0.0 0.0 0.000
H 0.952471 -1.979254 3.782547 0.0 0.0 0.0 0.000
H -0.050372 -2.797900 2.581323 0.0 0.0 0.0 0.000
H -1.278906 -0.060410 4.668412 0.0 0.0 0.0 0.000
H -0.668036 1.211691 3.583176 0.0 0.0 0.0 0.000
H 0.466958 0.203916 4.458361 0.1 0.0 0.0 0.000
H -2.532961 -0.948278 2.912248 0.0 -0.1 0.0 0.000
H -1.754568 -1.695733 1.531159 0.1 0.1 -0.1 0.000
H -1.687441 1.317485 1.909441 0.1 0.0 -0.1 0.000
H -3.199812 0.572367 1.457849 0.0 0.0 0.0 0.000
H -3.734375 -0.039550 -0.487551 0.0 0.0 0.0 0.000
H -2.524191 -1.329475 -0.459210 0.0 0.0 0.0 0.000
H -4.641014 0.328041 -2.561881 0.0 0.0 0.0 0.000
H -2.352928 -0.381116 -6.082849 0.0 0.0 0.0 0.000
H -0.903064 -1.946155 -6.719492 0.0 0.0 0.0 0.000
H 0.792239 -1.502634 -6.915716 0.0 0.0 0.0 0.000
H -0.445102 -0.253146 -6.960210 0.0 0.0 0.0 0.000
H -0.202125 -3.147726 -4.565672 0.0 0.0 0.0 0.000
H 0.774199 -2.300205 -3.362773 0.0 0.0 0.1 0.000
H 1.445091 -2.652954 -4.968309 0.0 0.0 0.0 0.000
H 0.745428 1.011490 -5.197435 0.0 0.0 0.0 0.000
H 2.022988 -0.214356 -5.190344 0.0 0.0 0.0 0.000
H 1.208047 0.267976 -3.681598 0.0 0.0 0.1 0.003
H -6.300879 -0.480722 -3.881335 0.0 0.0 0.0 0.000
H -5.737401 -1.592150 -5.128084 0.0 0.0 0.0 0.000
H -6.899572 -0.320295 -5.532180 0.0 0.0 0.0 0.000
H -5.559655 1.949928 -3.907393 0.0 0.0 0.0 0.000
H -6.160543 2.119240 -5.557098 0.0 0.0 0.0 0.000
H -4.483340 2.534935 -5.174814 0.0 0.0 0.0 0.000
H -4.315403 -0.710674 -7.074830 0.0 0.0 0.0 0.000
H -3.809496 0.982780 -7.091766 0.0 0.0 0.0 0.000
H -5.505568 0.564738 -7.324750 0.0 0.0 0.0 0.000
H -3.066547 2.209611 -0.261728 0.0 0.0 0.0 0.001
H -1.820998 2.067529 -1.507843 0.0 0.0 0.0 0.000
H -2.750862 4.375074 0.213519 0.0 0.0 0.0 0.000
H 0.785823 5.729881 2.134271 0.0 0.0 0.0 0.000
H 2.300086 5.020954 3.509054 0.0 0.0 0.0 0.000
H 2.886170 5.638040 1.957383 0.0 0.0 0.0 0.000
H 3.895266 4.562327 2.917631 0.0 0.0 0.0 0.000
H 1.823702 2.568065 3.789535 0.0 0.0 0.1 0.000
H 3.460557 2.245974 3.213805 0.0 0.0 0.0 0.000
H 2.075258 1.428865 2.459329 0.0 -0.1 0.0 0.000
H 3.184534 4.103146 0.007526 0.0 0.0 0.0 0.000
H 2.837869 2.379207 0.162184 0.0 0.0 0.0 0.006
H 4.229592 3.080681 1.008387 0.0 0.0 0.0 0.000
H -2.776467 6.566517 -0.494732 0.0 0.0 0.0 0.000
H -1.185116 7.318902 -0.552719 0.0 0.0 0.0 0.000
H -2.545156 8.177617 0.187187 0.0 0.0 0.0 0.000
H -3.716535 5.730275 1.735836 0.0 0.0 0.0 0.000
H -3.520889 7.360515 2.377234 0.0 0.0 0.0 0.000
H -2.797004 5.982877 3.218529 0.0 0.0 0.0 0.000
H 0.091102 7.770629 1.627864 0.0 0.0 0.0 0.000
H -0.571748 7.202451 3.164630 0.0 0.0 0.0 0.000
H -1.357453 8.518844 2.294808 0.0 0.0 0.0 0.000
N 4.000498 -1.806619 -0.117957 0.0 0.0 0.1 0.174
C 4.994909 -0.917318 -0.421230 0.0 -0.1 0.0 0.066
C 6.327703 -1.177619 -0.065487 0.0 0.0 0.0 0.017
C 7.311815 -0.288168 -0.418254 0.0 0.0 0.0 0.051
C 7.008162 0.883965 -1.128871 -0.1 0.0 0.0 0.041
C 5.707635 1.146441 -1.482379 0.0 0.0 0.0 0.026
C 4.692530 0.244638 -1.131782 -0.1 0.0 0.0 0.086
S 3.073237 0.578026 -1.601610 -0.1 0.0 -0.1 0.392
N 2.128294 -0.448915 -0.786797 0.4 0.1 0.1 0.421
C 2.640063 -1.624189 -0.232106 -0.1 0.1 0.0 0.316
C 1.766790 -2.666563 0.172022 0.1 0.0 -0.1 0.057
C 2.233654 -3.936873 0.598997 -0.1 0.0 0.0 0.092
C 1.324730 -4.949944 0.789502 0.1 0.0 0.0 0.005
C -0.027225 -4.716231 0.549896 -0.1 0.0 0.0 0.119
C -0.399123 -3.426237 0.197433 0.0 0.0 0.0 -0.007
N 0.441799 -2.419887 0.057557 0.0 0.2 -0.1 0.129
H 4.294962 -2.677210 0.291861 0.0 0.1 0.0 0.004
H 6.566999 -2.077975 0.486468 0.0 0.0 0.0 -0.001
H 8.336208 -0.492386 -0.137444 0.0 0.0 0.0 0.002
H 7.791932 1.580944 -1.386402 0.0 0.0 0.0 0.002
H 5.446917 2.051387 -2.015358 0.0 0.0 0.0 -0.001
H 3.283764 -4.151245 0.748428 0.0 0.0 0.0 0.007
H 1.668082 -5.929217 1.097187 0.0 0.0 0.0 -0.002
H -0.766508 -5.496750 0.650085 0.0 0.0 0.0 0.008
H -1.445407 -3.192603 0.028574 0.0 0.0 0.0 -0.002
F 0.518901 1.680203 -1.976900 0.1 0.1 -0.1 0.146
```
Positions in Å, forces in eV/Å.